Entry 1:
DFT (ωB97M-V/def2-TZVPD) results for a 2-piece molecular cluster, C3H12N6 overall at a distorted geometry.

Structure (XYZ):
```
21
Properties=species:S:1:pos:R:3:mulliken_charge:R:1
C 0.186 -1.695 -0.909 0.693
C 0.031 0.927 1.720 0.458
C -0.563 1.666 -1.464 -0.915
N -0.342 -2.906 -1.094 -0.388
N 1.484 -1.503 -0.893 -0.299
N 1.159 1.433 2.195 -0.354
N 0.002 0.590 -0.805 -0.513
N -1.089 1.086 2.322 -0.331
N -0.561 -0.543 -0.868 0.228
H -1.643 1.699 -1.685 0.395
H -0.294 2.612 -1.073 0.348
H 0.097 1.706 -2.345 0.367
H 0.167 -3.810 -1.156 0.246
H -1.367 -3.068 -1.194 0.239
H 2.156 -2.280 -0.927 0.258
H 1.893 -0.646 -0.556 0.229
H 2.080 1.075 1.920 0.237
H 1.281 1.994 3.000 0.216
H -1.090 1.397 3.302 0.246
H -1.982 0.898 1.735 0.288
H -1.604 -0.630 -1.225 0.353
```

Output
molecular weight	132.17	g/mol
lowest unoccupied orbital energy (alpha / beta)	-8.682 / -9.526	eV
net charge	+2
E_tot	-12226.5298	eV

---

Entry 2:
DFT (ωB97M-V/def2-TZVPD) results for a 2-piece molecular cluster, C3H2FN overall at a distorted geometry.

Structure (XYZ):
```
7
Properties=species:S:1:pos:R:3:mulliken_charge:R:1
C -0.535 0.712 1.542 -0.448
C -1.719 0.702 1.333 0.329
F -2.947 0.402 1.066 -0.231
H 0.524 0.872 1.738 0.344
C 0.558 -1.087 -0.879 0.104
N 0.573 0.013 -1.084 -0.327
H 0.583 -2.214 -0.653 0.230
```

Output
SMILES	C#CF.C#N
molecular weight	71.05	g/mol
lowest unoccupied orbital energy	0.842	eV
net charge	0
E_tot	-7346.8017	eV

---

Entry 3:
DFT (ωB97M-V/def2-TZVPD) results for a 3-piece molecular cluster, C3H11NO3 overall at a distorted geometry.

Structure (XYZ):
```
18
Properties=species:S:1:pos:R:3:mulliken_charge:R:1
C 2.577 1.398 1.213 -1.022
C 2.084 1.066 -0.220 -0.329
N 0.700 0.652 -0.175 -0.097
C -0.155 0.426 -1.252 -0.151
O -0.369 -0.641 -1.748 -0.498
H 2.333 2.453 1.323 0.268
H 2.006 0.846 1.955 0.335
H 3.653 1.280 1.280 0.309
H 2.681 0.302 -0.738 0.316
H 2.154 1.994 -0.802 0.275
H 0.501 0.119 0.652 0.193
H -0.488 1.386 -1.683 0.388
O -1.133 -2.685 0.119 -0.602
H -1.246 -2.308 -0.775 0.332
H -1.508 -3.572 0.007 0.294
O -3.065 0.156 1.482 -0.619
H -3.160 1.030 1.869 0.309
H -2.267 0.254 0.995 0.299
```

Output
SMILES	CCNC=O.O.O
molecular weight	109.12	g/mol
lowest unoccupied orbital energy	0.788	eV
net charge	0
E_tot	-10921.1121	eV

---

Entry 4:
DFT (ωB97M-V/def2-TZVPD) results for one molecule with the formula C3H4OS at a distorted geometry.

Structure (XYZ):
```
9
Properties=species:S:1:pos:R:3:mulliken_charge:R:1
C 2.286 -0.398 -0.080 -0.367
C 0.965 -0.785 0.311 -0.451
C -0.115 0.307 0.194 0.710
O 0.552 1.447 -0.043 -0.581
S -1.683 -0.310 -0.097 -0.203
H 3.054 -1.060 -0.597 0.279
H 2.359 0.835 -0.173 0.216
H 0.795 -1.839 -0.138 0.220
H -2.526 0.710 0.259 0.177
```

Output
SMILES	C=CC(=O)S
molecular weight	88.13	g/mol
lowest unoccupied orbital energy	-0.683	eV
net charge	0
E_tot	-16054.8913	eV

---

Entry 5:
DFT (ωB97M-V/def2-TZVPD) results for an isolated ion of composition C10H13N2O and charge +1 at a distorted geometry.

Structure (XYZ):
```
26
Properties=species:S:1:pos:R:3:mulliken_charge:R:1
C -1.157 2.842 -0.481 -0.778
N -0.512 1.651 0.184 0.087
C 0.756 1.470 0.228 0.865
C 2.063 1.574 0.310 -0.684
C 3.012 0.506 -0.125 -0.367
C 2.834 -0.816 -0.285 -0.510
C 1.589 -1.498 -0.054 0.122
N 0.523 -0.774 0.006 -0.444
C -0.901 -0.927 0.134 1.700
C -1.465 -1.534 -1.179 -1.319
C -1.344 -1.802 1.380 -1.733
C -1.499 0.486 0.343 -0.470
O -2.666 0.680 0.467 -0.426
H -0.449 3.442 -1.135 0.368
H -2.089 2.313 -1.029 0.292
H -1.519 3.528 0.293 0.318
H 2.509 2.478 0.801 0.355
H 3.986 0.739 0.090 0.389
H 3.781 -1.342 -0.645 0.325
H 1.546 -2.465 0.301 0.506
H -1.959 -0.663 -1.818 0.297
H -2.213 -2.229 -0.956 0.376
H -0.660 -1.941 -1.960 0.335
H -1.070 -1.162 2.210 0.440
H -0.733 -2.622 1.550 0.458
H -2.362 -1.932 1.369 0.499
```

Output
SMILES	C[N+]1=C=C/C=C\C=N\C(C)(C)C1=O
molecular weight	177.23	g/mol
lowest unoccupied orbital energy	-4.445	eV
net charge	+1
E_tot	-15597.4562	eV

---

Entry 6:
DFT (ωB97M-V/def2-TZVPD) results for C32H20Cl2GaN4O4P as an isolated structure.

Structure (XYZ):
```
64
Properties=species:S:1:pos:R:3:mulliken_charge:R:1
Ga -0.392 0.741 0.117 0.482
Cl -4.680 -1.149 -1.270 -0.209
C -3.128 -1.356 -1.992 0.429
C -2.997 -2.208 -3.107 -0.573
C -1.791 -2.397 -3.713 0.675
Cl -1.668 -3.450 -5.084 -0.255
C -0.636 -1.728 -3.236 -0.276
C 0.656 -1.826 -3.790 -0.672
C 1.690 -1.113 -3.247 -1.121
C 1.450 -0.291 -2.138 0.043
N 0.254 -0.187 -1.601 0.074
C -0.792 -0.886 -2.121 1.031
C -2.046 -0.684 -1.468 -0.399
O -2.104 0.135 -0.435 -0.563
H -3.876 -2.717 -3.477 0.471
H 0.816 -2.468 -4.646 0.442
H 2.687 -1.168 -3.659 0.434
H 2.241 0.292 -1.686 0.632
O 1.150 -3.497 1.639 -0.646
C 1.221 -2.386 2.075 -0.176
O 0.632 -1.321 1.446 -0.330
C 1.922 -1.921 3.289 0.434
C 2.668 -2.723 4.145 -0.571
C 3.294 -2.114 5.218 -0.502
C 3.175 -0.736 5.412 -0.677
C 2.430 0.047 4.546 -0.260
C 1.789 -0.561 3.473 -0.131
P 0.790 0.286 2.142 1.768
C -0.383 1.151 3.248 0.472
C -0.900 2.388 2.857 0.254
C -1.814 3.047 3.660 -1.037
C -2.260 2.453 4.835 -0.685
C -1.778 1.208 5.209 -0.754
C -0.831 0.562 4.425 -0.631
C 2.175 1.405 1.678 0.401
C 2.310 2.725 2.090 -0.279
C 3.371 3.491 1.623 -0.653
C 4.310 2.942 0.766 -0.622
C 4.194 1.616 0.369 -0.761
C 3.130 0.853 0.820 -0.833
H 2.748 -3.786 3.961 0.515
H 3.884 -2.703 5.907 0.414
H 3.676 -0.273 6.253 0.446
H 2.351 1.116 4.707 0.435
H -0.572 2.857 1.934 -0.335
H -2.181 4.021 3.363 0.518
H -2.988 2.960 5.455 0.417
H -2.132 0.738 6.117 0.430
H -0.443 -0.400 4.734 0.467
H 1.588 3.180 2.751 0.461
H 3.438 4.529 1.917 0.431
H 5.132 3.546 0.406 0.410
H 4.936 1.177 -0.287 0.461
H 3.056 -0.188 0.528 0.709
N -2.277 2.981 -1.540 -0.431
C -1.255 3.415 -0.764 1.085
O -0.359 2.564 -0.377 -0.196
C -1.147 4.754 -0.394 0.303
C -0.089 5.170 0.452 0.114
N 0.746 5.507 1.172 -0.612
C -2.139 5.674 -0.816 -0.366
N -2.997 6.353 -1.180 -0.539
H -2.547 2.015 -1.418 0.167
H -3.031 3.629 -1.712 0.269
```

Output
molecular weight	696.14	g/mol
lowest unoccupied orbital energy	-1.080	eV
net charge	0
E_tot	-134371.4492	eV

---

Entry 7:
DFT (ωB97M-V/def2-TZVPD) results for one molecule with the formula C8H14O2 at a distorted geometry.

Structure (XYZ):
```
24
Properties=species:S:1:pos:R:3:mulliken_charge:R:1
C -0.622 1.099 -1.583 -1.363
C -0.311 0.076 -0.790 0.517
C -0.934 -1.271 -1.012 -0.830
C -2.017 -1.119 0.122 0.622
O -1.962 -1.684 1.183 -0.561
O -3.107 -0.448 -0.277 -0.435
C 0.818 0.237 0.265 2.137
C 2.054 0.862 -0.398 -1.748
C 1.228 -1.092 0.900 -2.046
C 0.287 1.165 1.367 -1.594
H -1.252 0.973 -2.449 0.323
H -0.276 2.107 -1.432 0.269
H -1.436 -1.307 -1.978 0.442
H -0.292 -2.119 -0.797 0.287
H -3.777 -0.453 0.429 0.358
H 2.318 0.313 -1.300 0.380
H 1.885 1.902 -0.659 0.355
H 2.901 0.825 0.286 0.447
H 0.387 -1.566 1.398 0.392
H 2.005 -0.907 1.639 0.499
H 1.635 -1.773 0.155 0.413
H 1.051 1.324 2.125 0.449
H -0.582 0.724 1.846 0.346
H -0.001 2.130 0.960 0.344
```

Output
SMILES	C=C(CC(=O)O)C(C)(C)C
molecular weight	142.20	g/mol
lowest unoccupied orbital energy	0.724	eV
net charge	0
E_tot	-12617.8043	eV

---

Entry 8:
DFT (ωB97M-V/def2-TZVPD) results for C31H42GdN3OP as an isolated structure at a distorted geometry.

Structure (XYZ):
```
79
Properties=species:S:1:pos:R:3:mulliken_charge:R:1
Gd -0.416 -0.357 0.217 -1.231
N 0.325 -2.715 2.120 -0.275
N 0.275 -2.312 -1.509 0.411
C 0.716 1.967 -0.366 0.396
C 1.768 1.037 -0.068 0.987
C 1.664 0.691 1.319 0.439
C 2.503 -0.281 2.066 -1.498
H 3.412 -0.525 1.502 0.370
H 1.955 -1.222 2.271 0.112
H 2.806 0.138 3.037 0.422
C 0.575 1.425 1.879 0.995
C 0.150 1.400 3.302 -1.378
H 0.706 2.128 3.917 0.270
H 0.311 0.411 3.751 0.318
H -0.915 1.644 3.400 0.274
C -0.001 2.221 0.845 1.097
C -1.076 3.228 1.041 -1.622
H -1.829 2.874 1.757 0.123
H -1.584 3.460 0.098 0.256
H -0.680 4.179 1.440 0.315
C 2.875 0.645 -0.979 -1.484
H 3.741 1.319 -0.855 0.331
H 2.573 0.700 -2.033 0.147
H 3.228 -0.374 -0.774 0.310
C 0.496 2.660 -1.666 -1.183
H -0.573 2.841 -1.853 0.217
H 0.882 2.070 -2.507 0.097
H 1.001 3.640 -1.694 0.300
C -0.271 -3.311 3.160 -0.556
H 0.187 -3.157 4.142 0.324
C -1.413 -4.108 3.008 -0.738
H -1.889 -4.520 3.895 0.340
C -1.923 -4.354 1.724 -0.556
H -2.826 -4.948 1.580 0.356
C -1.238 -3.851 0.627 -0.292
H -1.529 -4.058 -0.402 0.365
C -0.074 -3.061 0.858 0.147
C 0.747 -2.510 -0.193 -0.975
H 1.823 -2.406 -0.033 0.457
C -0.251 -1.093 -1.956 0.532
C 0.411 -3.202 -2.583 -0.813
H 0.753 -4.213 -2.438 0.554
C 0.108 -2.514 -3.692 -0.769
H 0.133 -2.815 -4.724 0.692
N -0.255 -1.223 -3.303 0.813
C -0.467 -0.123 -4.183 -0.086
C 0.550 0.261 -5.070 1.202
C 0.359 1.413 -5.845 -1.071
H 1.143 1.718 -6.543 0.299
C -0.802 2.182 -5.733 0.844
C -1.043 3.361 -6.631 -1.548
H -1.587 4.154 -6.104 0.367
H -1.647 3.087 -7.508 0.291
H -0.098 3.770 -7.002 0.362
C -1.766 1.805 -4.792 -0.976
H -2.664 2.410 -4.662 0.353
C -1.623 0.647 -4.019 1.237
C -2.678 0.269 -3.033 -1.616
H -2.813 -0.816 -2.949 0.307
H -3.629 0.709 -3.358 0.529
H -2.476 0.666 -2.026 -0.054
C 1.850 -0.477 -5.122 -1.615
H 1.730 -1.503 -5.496 0.378
H 2.345 -0.529 -4.138 0.233
H 2.532 0.052 -5.798 0.397
C -5.028 0.958 1.304 -1.576
P -3.849 -0.372 1.140 2.464
C -3.448 -1.042 2.748 -0.955
C -4.563 -1.691 0.169 -1.174
O -2.566 0.145 0.455 -1.462
H -5.271 1.355 0.306 0.310
H -4.596 1.762 1.920 0.241
H -5.948 0.588 1.781 0.457
H -4.351 -1.514 3.156 0.424
H -2.654 -1.799 2.689 0.008
H -3.128 -0.228 3.411 0.251
H -4.771 -1.325 -0.845 0.266
H -3.866 -2.539 0.118 0.055
H -5.504 -2.021 0.639 0.466
```

Output
molecular weight	660.92	g/mol
multiplicity	8
lowest unoccupied orbital energy (alpha / beta)	2.332 / 2.545	eV
net charge	-1
E_tot	-69469.0828	eV